[1]
Formula: C27H45N4OP2Pt
Source: OMol25
Level of theory: wB97M-V/def2-TZVPD

CARTESIAN COORDINATES (ANGSTROEM)
1 Pt -0.29118 -0.02544 -1.22772
2 P 0.01536 -2.27487 -1.73486
3 P 0.02473 2.26568 -1.43908
4 N 1.89181 0.06992 -2.70299
5 C 1.64592 -2.39096 -2.60224
6 H 2.17951 -3.30780 -2.29591
7 H 1.43990 -2.45700 -3.68399
8 C 2.57667 -1.20287 -2.36830
9 H 2.84550 -1.17449 -1.30630
10 H 3.51136 -1.27082 -2.97034
11 C 2.58258 1.26977 -2.16455
12 H 3.53729 1.41739 -2.72130
13 H 2.81162 1.07724 -1.10726
14 C 1.66337 2.48792 -2.26023
15 H 1.47031 2.68159 -3.32980
16 H 2.19668 3.35913 -1.84198
17 C 0.14926 3.18303 0.17725
18 C -1.06714 3.02672 1.08689
19 H -0.75202 3.18328 2.12853
20 H -1.52380 2.03544 1.04219
21 H -1.85572 3.75760 0.86404
22 C -1.20588 3.18409 -2.47088
23 C -2.57297 3.34362 -1.79767
24 H -3.31041 3.61399 -2.56660
25 H -2.58292 4.14366 -1.04524
26 H -2.92885 2.42048 -1.32955
27 C -1.21559 -3.07279 -2.86661
28 C -2.58057 -3.30769 -2.20861
29 H -3.32554 -3.47498 -3.00005
30 H -2.92379 -2.44591 -1.62581
31 H -2.59192 -4.19667 -1.56185
32 C 0.16159 -3.38675 -0.24456
33 C -1.03246 -3.32848 0.70330
34 H -0.74062 -3.78973 1.65685
35 H -1.90068 -3.87955 0.32087
36 H -1.35976 -2.31182 0.92952
37 C -1.96993 -0.09264 -0.29372
38 C -0.73555 4.52909 -3.05332
39 H -0.62324 5.30207 -2.28092
40 H 0.21114 4.44450 -3.60141
41 H -1.50157 4.88163 -3.76169
42 C -0.74795 -4.34231 -3.60410
43 H -1.51676 -4.60943 -4.34662
44 H 0.19791 -4.19493 -4.14130
45 H -0.63428 -5.20210 -2.92893
46 C 0.50712 -4.85245 -0.54201
47 H 0.82781 -5.31666 0.40471
48 H -0.36675 -5.41806 -0.89852
49 H 1.32867 -4.96628 -1.26094
50 C 0.52340 4.66590 0.05610
51 H -0.33639 5.28681 -0.23494
52 H 0.85169 5.01329 1.04849
53 H 1.34820 4.84640 -0.64446
54 H 0.99745 2.67830 0.67009
55 H 1.02465 -2.95229 0.28746
56 H -1.33440 2.49134 -3.31935
57 H -1.34481 -2.28507 -3.62886
58 O -2.69514 -0.14953 0.67553
59 H 1.94567 0.16003 -3.72717
60 H -2.08831 0.04640 -1.56324
61 N -0.84394 0.60175 9.46312
62 C -0.52068 0.46172 8.34806
63 C -0.14918 0.28678 6.95729
64 C -1.12137 0.49647 5.96350
65 C -0.78888 0.34836 4.61688
66 C 0.52872 0.00807 4.27554
67 C 1.50216 -0.21877 5.25618
68 C 1.16001 -0.08329 6.60106
69 N 0.88957 -0.10936 2.93243
70 C 2.16407 -0.32061 2.40028
71 C 2.04754 -0.32520 1.04725
72 N 0.70882 -0.13837 0.72665
73 C 0.03711 -0.00552 1.87432
74 H -2.13920 0.77600 6.24855
75 H -1.55843 0.51766 3.86107
76 H 2.52097 -0.50338 4.97530
77 H 1.90958 -0.25189 7.38329
78 H 3.04108 -0.43480 2.99763
79 H 2.82063 -0.43484 0.31336
80 H -1.01886 0.14325 2.01215

Forces on the atoms, in the same order (eV/Å):
Pt 0.9 -0.2 0.2
P -0.2 -2.5 0.1
P -0.3 2.4 0.4
N -0.3 0.1 0.4
C 0.4 0.1 -0.4
H -0.4 0.2 -0.2
H 0.0 -0.1 0.4
C 0.1 0.2 0.0
H 0.1 0.0 -0.4
H -0.5 -0.2 0.5
C 0.0 -0.2 0.0
H -0.6 0.1 0.5
H 0.1 0.1 -0.3
C 0.5 -0.1 -0.5
H 0.0 0.1 0.4
H -0.4 -0.2 -0.3
C 0.4 -0.2 -0.1
C -0.3 0.0 0.3
H -0.1 0.1 -0.2
H 0.0 0.1 -0.1
H 0.3 -0.2 0.1
C 0.0 -0.3 -0.5
C -0.2 0.0 0.0
H 0.2 -0.1 0.2
H 0.1 -0.2 -0.3
H 0.0 0.1 0.0
C -0.1 0.4 -0.5
C -0.2 0.0 0.0
H 0.2 0.0 0.2
H 0.0 -0.1 0.0
H 0.1 0.3 -0.3
C 0.4 0.3 0.0
C -0.2 0.0 0.3
H -0.1 0.0 -0.2
H 0.3 0.2 0.2
H 0.0 0.0 0.0
C -2.8 0.1 1.0
C 0.2 0.1 0.0
H -0.1 -0.3 -0.3
H -0.3 0.1 0.1
H 0.3 -0.1 0.2
C 0.2 -0.1 0.0
H 0.3 0.1 0.2
H -0.3 -0.1 0.1
H -0.1 0.3 -0.3
C 0.1 -0.2 0.0
H -0.1 0.1 -0.4
H 0.3 0.3 0.1
H -0.3 -0.1 0.2
C 0.1 0.2 0.1
H 0.3 -0.3 0.1
H -0.1 0.0 -0.3
H -0.2 0.1 0.2
H -0.1 0.0 -0.1
H -0.1 0.0 -0.1
H 0.0 0.1 0.1
H 0.0 -0.1 0.1
O 3.1 0.2 -3.8
H -0.7 -0.1 0.4
H -1.4 -0.1 0.7
N 0.3 -0.1 -1.0
C 0.2 -0.1 -0.7
C -0.9 0.4 2.6
C -0.8 0.1 -2.4
C -2.0 0.6 1.8
C 1.0 -0.3 -2.8
C 0.9 -0.1 2.8
C 2.1 -0.6 -1.7
N 0.4 0.1 4.0
C 0.4 0.0 2.8
C -4.2 0.5 -3.1
N 5.7 -0.7 -2.0
C -2.3 0.4 1.3
H 0.4 -0.1 -0.1
H 0.3 -0.1 0.4
H -0.5 0.1 0.3
H -0.3 0.1 -0.4
H 0.3 0.0 0.2
H 0.1 0.0 0.0
H 0.2 -0.1 -0.3

2S+1: 5
charge: +3
orbital gap (spin up / spin down): 5.546 / 5.068 eV
E: -58529.3047 eV
energy above the lowest of the compared OMol25 structures with the same formula, charge and spin: 46.3 kcal/mol

=====

[2]
Formula: C4H9N3O
Source: OMol25
Level of theory: wB97M-V/def2-TZVPD

CARTESIAN COORDINATES (ANGSTROEM)
1 H 2.05971 -1.27815 1.95672
2 N 1.11526 -1.27651 1.57756
3 C 1.05227 -0.91233 0.36138
4 N 1.86790 -0.54949 -0.72813
5 C 0.59676 -1.22922 -1.03472
6 O -0.42848 -0.37931 -1.37241
7 N -0.48270 0.44162 -0.04170
8 C -1.69703 0.06366 0.65975
9 C -0.37448 1.85849 -0.33505
10 H 2.74076 -1.03790 -0.87202
11 H 0.53025 -2.21134 -1.48762
12 H -1.70353 -1.01828 0.77351
13 H -1.66501 0.51846 1.64872
14 H -2.58667 0.38719 0.11202
15 H -0.33604 2.40606 0.60572
16 H -1.23076 2.20193 -0.92331
17 H 0.54180 2.01511 -0.90041

Forces on the atoms, in the same order (eV/Å):
H 0.0 0.7 0.0
N -0.2 -0.4 -0.5
C 1.5 -2.3 -0.4
N -0.1 0.3 0.0
C -0.1 0.5 2.0
O -0.7 2.0 1.4
N -0.4 -0.3 -1.7
C 0.1 -0.2 -0.5
C -0.1 -0.4 -0.6
H 0.0 -0.1 0.0
H 0.2 0.0 0.0
H 0.0 0.0 0.1
H 0.0 0.0 0.0
H -0.1 0.0 0.1
H 0.0 -0.1 0.1
H 0.0 0.1 0.0
H 0.0 0.1 0.1

SMILES: [H]/N=C1\N[C@@H]1ON(C)C
2S+1: 1
orbital gap: 9.450 eV
E: -10807.0118 eV
energy above the lowest of the compared OMol25 structures with the same formula, charge and spin: 125.7 kcal/mol

=====

[3]
Formula: C41H54AsBr3N5O8PSTi
Source: OMol25
Level of theory: wB97M-V/def2-TZVPD

CARTESIAN COORDINATES (ANGSTROEM)
1 Ti 0.65628 -0.46580 0.42727
2 Br 0.63497 -5.15288 -0.63924
3 C 0.60607 -3.89469 -2.05927
4 C 0.45452 -4.38603 -3.34097
5 C 0.52423 -3.50251 -4.40804
6 Br 0.21609 -4.21790 -6.15688
7 C 0.84107 -2.14275 -4.25567
8 C 0.94595 -1.20564 -5.30679
9 C 1.27208 0.12197 -4.99701
10 C 1.52143 0.46950 -3.69178
11 N 1.44350 -0.39168 -2.65346
12 C 1.05262 -1.66337 -2.91218
13 C 0.81645 -2.52980 -1.80417
14 O 0.78762 -2.03918 -0.55644
15 H 0.29702 -5.44213 -3.50311
16 H 0.74785 -1.51513 -6.32274
17 H 1.32360 0.87754 -5.77237
18 H 1.76907 1.49584 -3.43890
19 C -0.40326 6.74375 -3.66829
20 C 0.18007 6.21282 -2.38743
21 C 1.47616 5.71803 -2.34107
22 C 1.99411 5.18141 -1.17079
23 C 1.20736 5.13632 -0.03582
24 C -0.07672 5.66350 -0.04900
25 C -0.58274 6.19009 -1.22241
26 S 1.83760 4.38026 1.43528
27 O 1.42542 5.23193 2.52634
28 O 3.24605 4.12369 1.26011
29 N 1.09195 2.94679 1.45810
30 C -0.32717 2.96375 1.81083
31 C -0.87494 1.63261 2.33583
32 O -1.81534 1.71210 3.12343
33 O -0.38521 0.52940 1.91195
34 H 0.32875 6.71552 -4.47529
35 H -0.74313 7.77554 -3.55339
36 H -1.26348 6.14648 -3.97699
37 H 2.08650 5.72892 -3.23721
38 H 2.99596 4.78235 -1.13526
39 H -0.68148 5.64492 0.84736
40 H -1.59929 6.56727 -1.24063
41 H -0.90556 3.19614 0.91029
42 H -0.53488 3.70914 2.57855
43 C 3.42840 -0.71721 5.47643
44 N 2.57738 -1.18043 4.41862
45 C 2.64178 -2.55545 4.01450
46 C 2.09938 -2.50541 2.58929
47 O 1.96965 -3.50555 1.91110
48 N 1.81912 -1.21296 2.26271
49 C 2.21395 -0.40719 3.31222
50 N 2.24967 0.87525 3.25613
51 H 3.09146 -1.10555 6.44139
52 H 3.41612 0.36819 5.54075
53 H 4.47109 -1.03180 5.32689
54 H 2.02327 -3.21943 4.62477
55 H 3.66795 -2.94514 4.00563
56 H 1.63967 2.25843 2.02632
57 H 2.55028 1.28183 4.13351
58 Br -3.96336 -0.89219 -6.39417
59 C -3.01602 -0.17515 -4.90026
60 C -2.82826 1.19514 -4.82461
61 C -2.12498 1.70893 -3.74612
62 C -1.62811 0.86689 -2.76030
63 C -1.83853 -0.50155 -2.85523
64 C -2.53064 -1.03635 -3.93440
65 C -0.83542 1.45840 -1.60975
66 O -0.62986 2.66657 -1.57070
67 O -0.43691 0.59005 -0.75976
68 H -3.21486 1.84303 -5.59972
69 H -1.93794 2.77093 -3.65335
70 H -1.43600 -1.15745 -2.09340
71 H -2.66496 -2.10555 -4.02728
72 C 4.58880 0.50085 1.12330
73 As 3.22028 0.18838 -0.24039
74 C 3.84071 1.43350 -1.60095
75 C 3.93731 -1.50692 -0.87880
76 H 5.56449 0.49566 0.63188
77 H 4.54495 -0.31097 1.84888
78 H 4.42245 1.44993 1.62618
79 H 4.60505 2.08022 -1.17062
80 H 3.00536 2.03304 -1.94482
81 H 4.24068 0.87111 -2.44400
82 H 5.02825 -1.46318 -0.89014
83 H 3.55185 -1.69532 -1.87847
84 H 3.59656 -2.30009 -0.21213
85 C -1.39289 -4.60505 2.28398
86 C -2.51638 -3.82711 1.59308
87 C -2.68630 -4.25081 0.13083
88 P -2.12236 -2.01535 1.66347
89 C -3.59881 -1.28040 0.78856
90 C -3.47672 0.23936 0.69066
91 C -4.99185 -1.65441 1.29160
92 C -2.39812 -1.56618 3.45474
93 C -1.06700 -1.55206 4.21149
94 C -3.42249 -2.39321 4.23395
95 H -1.48272 -5.67489 2.07057
96 H -1.42884 -4.47413 3.36729
97 H -0.40955 -4.28031 1.93763
98 H -3.45392 -4.02451 2.12372
99 H -1.93344 -3.78892 -0.51472
100 H -3.67264 -3.97847 -0.24992
101 H -2.56743 -5.33241 0.02669
102 H -3.49026 -1.68446 -0.22452
103 H -3.59536 0.71166 1.66795
104 H -4.24889 0.63169 0.02117
105 H -2.50423 0.53586 0.30352
106 H -5.18981 -1.19318 2.26108
107 H -5.13470 -2.73297 1.38874
108 H -5.74922 -1.27893 0.59578
109 H -2.73202 -0.52447 3.40352
110 H -0.59285 -2.53847 4.20857
111 H -1.23237 -1.26339 5.25496
112 H -0.38309 -0.83860 3.76026
113 H -3.05357 -3.40592 4.41659
114 H -4.38434 -2.47990 3.73214
115 H -3.59499 -1.93366 5.21272

Forces on the atoms, in the same order (eV/Å):
Ti 0.1 -0.6 0.9
Br 0.1 0.0 0.0
C 0.0 0.0 0.0
C 0.0 0.0 0.0
C 0.0 0.0 0.0
Br 0.0 0.0 0.0
C 0.0 0.0 0.0
C 0.0 0.0 0.0
C 0.0 0.0 0.0
C 0.0 0.0 0.0
N 0.0 0.0 0.0
C 0.0 -0.1 -0.1
C -0.1 0.0 0.1
O 0.3 0.1 -0.1
H 0.0 0.0 0.0
H 0.0 0.0 0.0
H 0.0 0.0 0.0
H 0.0 0.0 -0.1
C 0.0 0.0 0.0
C 0.0 0.0 0.0
C 0.0 0.0 0.0
C -0.1 -0.1 -0.1
C 0.0 0.0 0.0
C -0.1 0.0 0.0
C 0.0 0.0 0.0
S 0.2 0.1 -0.1
O 0.0 0.0 0.0
O 0.0 0.0 0.0
N 0.3 -0.5 0.4
C -0.2 -0.1 -0.1
C -0.1 -0.2 0.1
O 0.0 0.1 0.0
O 0.5 0.3 -0.2
H 0.0 0.0 0.0
H 0.0 0.0 0.0
H 0.0 0.0 0.0
H 0.0 0.0 0.0
H 0.1 -0.1 0.0
H 0.0 0.0 0.0
H 0.0 0.0 0.0
H 0.0 0.0 0.0
H 0.0 0.0 0.0
C 0.0 0.0 0.0
N 0.0 0.0 0.0
C 0.0 0.0 0.0
C -0.1 0.1 0.0
O 0.0 -0.1 0.0
N 0.1 0.0 0.0
C 0.0 0.1 0.0
N -0.1 0.2 -0.2
H 0.0 0.0 0.0
H 0.0 0.0 0.0
H 0.0 0.0 0.0
H 0.0 0.0 0.0
H 0.0 0.0 0.0
H -0.1 0.1 -0.2
H 0.0 0.0 0.0
Br 0.0 0.0 0.0
C 0.0 0.0 0.0
C 0.0 0.0 0.0
C 0.0 0.0 0.0
C 0.0 0.1 0.1
C -0.1 0.0 0.0
C 0.0 0.0 0.0
C 0.2 -0.2 -0.3
O -0.1 0.0 0.1
O -0.5 0.6 -0.2
H 0.0 0.0 0.0
H 0.0 0.0 0.0
H 0.0 0.0 0.0
H 0.0 0.0 0.0
C 0.1 0.0 -0.1
As -0.2 -0.2 0.1
C 0.1 0.0 0.0
C 0.0 0.0 0.0
H 0.0 0.0 0.0
H 0.0 0.0 0.0
H 0.0 0.0 0.0
H 0.0 0.0 0.0
H 0.0 0.1 0.0
H 0.0 0.0 0.0
H 0.0 0.0 0.0
H 0.0 0.0 0.0
H 0.0 0.0 0.0
C 0.0 0.0 0.0
C 0.0 0.0 0.0
C 0.0 0.0 0.0
P 0.1 0.1 -0.1
C 0.0 0.0 0.0
C 0.0 0.0 0.0
C 0.0 0.0 0.0
C 0.0 0.0 0.0
C 0.0 0.0 0.0
C 0.0 0.0 0.0
H 0.0 0.0 0.0
H 0.0 0.0 0.0
H 0.0 0.0 0.0
H 0.0 0.0 0.0
H 0.0 0.0 0.0
H 0.0 0.0 0.0
H 0.0 0.0 0.0
H 0.0 0.0 0.0
H 0.0 0.0 0.0
H 0.0 0.0 0.0
H 0.0 0.0 0.0
H 0.0 0.0 0.0
H 0.0 0.0 0.0
H 0.0 0.0 0.0
H 0.0 0.0 0.0
H 0.0 0.0 0.0
H 0.0 0.0 0.0
H 0.0 0.0 0.0
H 0.0 0.0 0.0
H 0.0 0.0 0.0
H 0.0 0.0 0.0

2S+1: 3
charge: -2
orbital gap (spin up / spin down): 3.562 / 6.146 eV
E: -381437.1247 eV
energy above the lowest of the compared OMol25 structures with the same formula, charge and spin: 9.0 kcal/mol

=====

[4]
Formula: CH3BrClN
Source: OMol25
Level of theory: wB97M-V/def2-TZVPD

CARTESIAN COORDINATES (ANGSTROEM)
1 C 0.61235 -0.33169 -0.14709
2 N -0.92198 0.69140 0.65176
3 Cl 2.03397 0.51457 0.18822
4 Br -2.52127 -0.12831 0.39007
5 H 0.29483 -0.27523 -1.18741
6 H 0.49223 -1.30140 0.31347
7 H -0.83958 1.53069 0.08878

Forces on the atoms, in the same order (eV/Å):
C -4.0 1.6 0.5
N 4.2 -1.4 -0.1
Cl 0.4 0.3 0.2
Br -0.6 -0.4 -0.5
H 0.3 -0.1 0.2
H 0.1 0.1 0.2
H -0.4 0.0 -0.4

2S+1: 1
orbital gap: 9.268 eV
E: -85137.8324 eV
energy above the lowest of the compared OMol25 structures with the same formula, charge and spin: 66.3 kcal/mol